Entry 1:
The following is a DFT calculation (wB97M-V/def2-TZVPD) of 4 unconnected molecules or ions with the total composition C16H33Br6N2 in a non-equilibrium geometry.

- Total energy: -440354.2829 eV
- Charge: +1
- Lowest unoccupied orbital energy: -2.61 eV
- HOMO-LUMO gap: 8.72 eV

Each line ends with the natural charge from an NBO analysis.
Element x y z (Å)
C (-2.62, -0.91, 2.03)  -0.198
C (-2.17, -1.59, 1.15)  -0.040
C (-1.50, -2.33, 0.08)  -0.477
C (-0.36, -1.46, -0.54)  -0.417
C (0.93, -2.27, -0.51)  -0.215
N (2.09, -1.55, -1.12)  -0.518
C (2.55, -0.34, -0.34)  -0.239
C (2.77, 0.91, -1.21)  -0.419
C (1.77, 2.05, -0.91)  -0.394
C (0.58, 2.00, -1.88)  -0.409
C (-0.54, 2.97, -1.50)  -0.223
N (-1.81, 2.64, -2.17)  -0.810
H (-2.86, -0.09, 2.66)  0.244
H (-1.08, -3.26, 0.47)  0.233
H (-2.22, -2.58, -0.70)  0.251
H (-0.25, -0.61, 0.12)  0.227
H (-0.61, -1.14, -1.55)  0.219
H (1.18, -2.53, 0.52)  0.229
H (0.78, -3.17, -1.10)  0.228
H (2.89, -2.20, -1.14)  0.452
H (1.88, -1.32, -2.09)  0.430
H (1.83, -0.17, 0.46)  0.221
H (3.50, -0.59, 0.12)  0.244
H (3.80, 1.25, -1.09)  0.238
H (2.65, 0.65, -2.27)  0.201
H (1.39, 1.94, 0.11)  0.196
H (2.27, 3.02, -0.99)  0.231
H (0.94, 2.18, -2.89)  0.209
H (0.15, 0.99, -1.80)  0.170
H (-0.24, 3.99, -1.74)  0.201
H (-0.70, 2.91, -0.42)  0.184
H (-1.58, 2.24, -3.08)  0.344
H (-2.22, 1.86, -1.68)  0.346
Br (-4.39, -3.03, 2.81)  -0.011
C (-5.59, -2.79, 4.33)  -0.442
C (-5.44, -3.89, 5.35)  -0.454
Br (-6.30, -5.53, 4.76)  -0.001
H (-6.59, -2.73, 3.93)  0.235
H (-5.31, -1.84, 4.77)  0.224
H (-5.94, -3.62, 6.28)  0.233
H (-4.40, -4.14, 5.55)  0.229
Br (5.13, -2.73, 0.09)  -0.022
C (4.41, -3.53, 1.72)  -0.432
C (4.17, -5.00, 1.55)  -0.451
Br (2.57, -5.34, 0.50)  -0.018
H (3.52, -2.98, 1.98)  0.223
H (5.17, -3.35, 2.48)  0.248
H (4.00, -5.47, 2.51)  0.248
H (4.99, -5.51, 1.04)  0.245
Br (1.51, 6.29, -2.44)  -0.032
C (-0.12, 7.37, -2.40)  -0.438
C (-0.99, 7.10, -3.60)  -0.456
Br (-0.30, 7.95, -5.20)  0.000
H (0.20, 8.41, -2.33)  0.238
H (-0.63, 7.08, -1.48)  0.229
H (-1.98, 7.53, -3.44)  0.236
H (-1.08, 6.04, -3.81)  0.230


Entry 2:
The following is a DFT calculation (wB97M-V/def2-TZVPD) of a molecular structure, C63H140As2F16N9O8S4 in a non-equilibrium geometry.

- Total energy: -305875.6679 eV
- Charge: +3
- Lowest unoccupied orbital energy: -4.51 eV
- HOMO-LUMO gap: 9.76 eV

Each line ends with the Mulliken charge.
Element x y z (Å)
C (19.60, 9.66, 21.76)  -1.325
C (18.19, 9.25, 21.33)  -0.355
C (17.37, 10.43, 20.86)  0.375
N (15.92, 10.13, 20.67)  0.852
C (15.19, 10.04, 22.01)  -0.555
C (13.68, 9.98, 21.95)  -0.747
C (13.30, 11.33, 21.30)  -0.403
C (13.90, 11.54, 19.94)  0.103
C (15.33, 11.35, 20.02)  0.055
C (15.75, 8.91, 19.80)  -0.906
H (20.23, 9.98, 20.93)  0.353
H (20.13, 8.79, 22.14)  0.431
H (19.79, 10.44, 22.53)  0.241
H (17.76, 8.70, 22.16)  0.308
H (18.21, 8.53, 20.50)  0.367
H (17.76, 10.77, 19.90)  0.151
H (17.44, 11.30, 21.57)  -0.436
H (15.59, 10.83, 22.63)  0.397
H (15.65, 9.11, 22.49)  0.356
H (13.35, 9.90, 23.01)  0.454
H (13.35, 9.12, 21.39)  0.251
H (13.49, 12.16, 22.00)  -0.255
H (12.23, 11.31, 21.27)  0.543
H (13.74, 12.58, 19.68)  0.164
H (13.45, 10.80, 19.24)  0.370
H (15.68, 12.21, 20.56)  -0.422
H (15.78, 11.52, 19.01)  -0.428
H (16.47, 9.10, 18.93)  0.276
H (14.71, 8.83, 19.44)  0.404
H (15.99, 7.97, 20.33)  0.319
C (13.63, 17.06, 14.36)  -0.636
C (12.93, 15.94, 15.03)  0.690
C (13.52, 14.60, 14.63)  -0.193
N (12.73, 13.36, 15.04)  0.761
C (11.24, 13.42, 14.70)  -0.797
C (10.98, 13.50, 13.22)  -0.536
C (11.51, 12.31, 12.43)  -0.866
C (12.99, 12.09, 12.71)  -0.768
C (13.32, 12.22, 14.22)  -0.265
C (12.95, 13.04, 16.53)  -1.133
H (13.53, 17.02, 13.28)  0.566
H (14.71, 17.06, 14.61)  -0.141
H (13.17, 17.99, 14.73)  -0.199
H (11.94, 16.05, 14.60)  0.341
H (12.75, 16.10, 16.11)  -1.363
H (14.50, 14.51, 15.08)  -0.187
H (13.63, 14.54, 13.55)  0.607
H (10.85, 14.26, 15.28)  0.333
H (10.75, 12.54, 15.14)  0.598
H (11.44, 14.35, 12.75)  0.261
H (9.88, 13.56, 13.11)  0.470
H (11.21, 12.58, 11.41)  0.406
H (10.89, 11.42, 12.69)  0.303
H (13.53, 12.85, 12.17)  0.261
H (13.48, 11.16, 12.45)  0.544
H (14.40, 12.24, 14.32)  -0.104
H (12.98, 11.33, 14.72)  0.663
H (13.96, 12.68, 16.72)  0.259
H (12.26, 12.23, 16.75)  0.337
H (12.66, 13.97, 17.03)  0.419
C (7.73, 21.42, 14.77)  -1.671
C (8.47, 21.22, 16.04)  -0.130
C (9.71, 22.17, 16.19)  -0.994
N (10.92, 21.57, 16.86)  0.723
C (11.52, 20.58, 15.92)  0.235
C (12.34, 21.26, 14.88)  -1.098
C (13.28, 22.40, 15.46)  0.016
C (12.59, 23.48, 16.18)  -0.378
C (11.82, 22.72, 17.33)  -0.416
C (10.36, 20.93, 18.13)  -0.919
H (6.72, 21.11, 14.86)  0.457
H (8.17, 20.98, 13.90)  0.368
H (7.60, 22.46, 14.59)  0.407
H (8.70, 20.14, 16.10)  0.200
H (7.81, 21.38, 16.91)  0.420
H (9.41, 23.02, 16.82)  0.436
H (9.99, 22.51, 15.22)  0.555
H (10.79, 19.90, 15.51)  0.455
H (12.12, 20.01, 16.59)  -0.511
H (11.67, 21.81, 14.17)  0.464
H (12.97, 20.47, 14.40)  0.332
H (13.95, 22.71, 14.66)  -0.013
H (13.90, 21.90, 16.16)  -0.028
H (11.78, 23.88, 15.50)  0.226
H (13.29, 24.19, 16.63)  0.471
H (11.20, 23.41, 17.89)  0.526
H (12.65, 22.23, 17.90)  0.102
H (9.60, 21.51, 18.45)  0.604
H (11.22, 20.54, 18.74)  -0.028
H (9.93, 19.98, 17.82)  0.455
C (21.81, 21.68, 13.32)  -1.511
C (20.43, 22.19, 12.92)  0.452
C (20.33, 23.63, 13.42)  -1.078
N (19.12, 24.47, 13.00)  0.167
C (19.10, 24.70, 11.48)  -0.512
C (18.02, 25.78, 11.23)  -0.836
C (16.64, 25.26, 11.69)  -0.725
C (16.61, 24.68, 13.14)  -0.609
C (17.79, 23.82, 13.48)  -0.603
C (19.21, 25.74, 13.76)  -1.055
H (21.92, 21.76, 14.40)  0.331
H (22.56, 22.37, 12.96)  0.508
H (21.87, 20.62, 12.93)  0.285
H (19.67, 21.53, 13.32)  -0.207
H (20.41, 22.21, 11.86)  0.368
H (21.11, 24.32, 13.14)  0.583
H (20.32, 23.68, 14.51)  0.402
H (18.86, 23.67, 11.16)  0.422
H (20.13, 25.09, 11.27)  0.346
H (17.90, 26.04, 10.18)  0.457
H (18.35, 26.75, 11.63)  0.360
H (16.42, 24.54, 10.89)  0.320
H (15.94, 26.10, 11.67)  0.415
H (15.73, 24.06, 13.21)  0.025
H (16.60, 25.50, 13.84)  0.571
H (17.73, 22.87, 13.01)  0.586
H (17.99, 23.76, 14.58)  0.244
H (18.25, 26.19, 13.91)  0.378
H (19.84, 26.46, 13.21)  0.423
H (19.65, 25.51, 14.75)  0.368
C (16.86, 15.33, 27.11)  -1.348
C (15.43, 15.87, 26.82)  -0.315
C (14.96, 15.64, 25.38)  -0.038
N (13.66, 16.35, 25.04)  0.735
C (13.54, 16.37, 23.57)  -0.724
C (12.23, 16.81, 23.01)  -0.621
C (11.13, 15.95, 23.58)  -0.794
C (11.17, 16.09, 25.11)  -0.806
C (12.50, 15.67, 25.69)  -0.446
C (13.80, 17.78, 25.51)  -1.163
H (17.30, 15.79, 27.98)  0.390
H (17.50, 15.61, 26.27)  0.324
H (16.97, 14.29, 27.32)  0.370
H (15.42, 16.97, 27.08)  0.272
H (14.65, 15.47, 27.49)  0.330
H (14.70, 14.59, 25.14)  0.158
H (15.71, 16.16, 24.69)  0.026
H (13.60, 15.32, 23.31)  -0.017
H (14.33, 16.91, 23.08)  0.671
H (12.42, 16.69, 21.95)  0.047
H (12.01, 17.82, 23.17)  0.413
H (11.20, 14.92, 23.23)  0.268
H (10.17, 16.26, 23.21)  0.496
H (10.44, 15.52, 25.65)  0.495
H (10.98, 17.17, 25.39)  0.322
H (12.66, 14.57, 25.64)  0.347
H (12.57, 16.00, 26.75)  0.422
H (12.94, 18.31, 25.11)  0.496
H (14.71, 18.15, 25.03)  0.312
H (13.75, 17.89, 26.61)  0.371
C (21.64, 17.16, 16.04)  -1.152
C (20.76, 16.13, 15.28)  0.507
C (20.14, 16.90, 14.10)  -0.800
N (19.37, 16.08, 13.07)  0.495
C (20.11, 14.90, 12.51)  -0.501
C (19.31, 14.09, 11.51)  -1.006
C (17.89, 13.64, 11.98)  -0.737
C (17.21, 14.87, 12.67)  -0.627
C (18.07, 15.55, 13.68)  0.649
C (19.09, 17.05, 11.96)  -1.111
H (21.01, 18.05, 16.03)  -0.096
H (22.52, 17.39, 15.36)  0.536
H (21.98, 16.64, 16.89)  0.419
H (19.95, 15.65, 15.86)  -0.147
H (21.38, 15.27, 14.94)  0.456
H (20.83, 17.41, 13.52)  0.640
H (19.39, 17.61, 14.44)  -0.014
H (20.39, 14.30, 13.39)  0.397
H (21.01, 15.23, 11.93)  0.369
H (19.93, 13.23, 11.31)  0.565
H (19.24, 14.66, 10.56)  0.310
H (17.96, 12.92, 12.79)  0.130
H (17.27, 13.20, 11.22)  0.595
H (16.33, 14.62, 13.21)  -0.159
H (16.97, 15.64, 11.97)  0.787
H (18.28, 14.92, 14.53)  -0.084
H (17.58, 16.41, 14.07)  -0.452
H (18.45, 16.58, 11.17)  0.490
H (20.06, 17.27, 11.58)  0.416
H (18.60, 17.88, 12.48)  0.237
C (16.55, 21.63, 20.08)  -1.457
C (17.47, 20.94, 19.11)  1.138
C (18.20, 19.89, 19.98)  -1.526
N (19.06, 18.87, 19.33)  0.646
C (19.87, 18.06, 20.35)  -0.523
C (20.64, 16.90, 19.71)  -0.897
C (19.61, 15.96, 19.00)  0.366
C (18.76, 16.80, 17.99)  -0.432
C (18.07, 17.97, 18.60)  0.354
C (19.97, 19.44, 18.39)  -1.002
H (15.94, 20.87, 20.61)  0.246
H (15.85, 22.35, 19.63)  0.345
H (17.09, 22.00, 20.96)  0.442
H (18.24, 21.64, 18.68)  0.209
H (16.89, 20.38, 18.33)  -0.245
H (17.44, 19.40, 20.55)  0.468
H (18.87, 20.42, 20.71)  0.533
H (19.10, 17.60, 21.04)  0.159
H (20.52, 18.72, 20.90)  0.575
H (21.23, 16.26, 20.40)  0.520
H (21.35, 17.29, 18.96)  0.308
H (19.02, 15.40, 19.73)  -0.806
H (20.14, 15.19, 18.39)  0.649
H (18.09, 16.16, 17.47)  0.772
H (19.36, 17.22, 17.27)  -0.824
H (17.27, 17.67, 19.25)  0.191
H (17.73, 18.60, 17.82)  -0.449
H (20.41, 20.30, 18.94)  0.361
H (19.49, 19.88, 17.52)  0.224
H (20.85, 18.87, 18.10)  0.358
As (16.97, 19.70, 14.43)  1.992
F (15.34, 19.85, 14.86)  -0.318
F (16.62, 18.62, 13.15)  -0.363
F (18.65, 19.60, 13.98)  -0.570
F (17.49, 20.86, 15.63)  -0.539
F (17.21, 18.47, 15.60)  -0.263
F (16.70, 20.97, 13.27)  -0.500
As (17.40, 12.14, 16.23)  1.668
F (16.27, 10.87, 16.45)  -0.506
F (18.46, 11.03, 15.51)  -0.484
F (18.60, 13.41, 15.91)  -0.419
F (16.33, 13.40, 17.01)  -0.379
F (18.01, 11.92, 17.80)  -0.392
F (16.54, 12.50, 14.69)  -0.521
N (17.19, 13.81, 22.35)  -0.430
S (16.20, 14.72, 21.54)  0.701
O (16.52, 16.11, 21.74)  -0.587
O (14.85, 14.21, 21.60)  -0.471
F (16.60, 14.59, 20.00)  0.067
S (18.75, 14.16, 22.46)  1.215
O (18.87, 15.50, 22.91)  -0.581
O (19.55, 13.69, 21.33)  -0.645
F (19.03, 13.17, 23.64)  -0.250
N (12.74, 17.95, 17.89)  0.074
S (13.78, 18.86, 18.80)  0.342
O (13.96, 18.25, 20.06)  -0.102
O (13.51, 20.28, 18.61)  -0.769
F (15.16, 18.63, 17.94)  -0.093
S (11.80, 16.85, 18.47)  0.708
O (12.37, 15.72, 19.13)  -0.235
O (10.75, 16.56, 17.51)  -0.621
F (11.13, 17.57, 19.68)  -0.251


Entry 3:
The following is a DFT calculation (wB97M-V/def2-TZVPD) of 2 unconnected molecules or ions with the total composition C11H12O3S in a non-equilibrium geometry.

- Total energy: -28574.0357 eV
- Energy above the lowest of the compared OMol25 structures with the same formula, charge and spin: 346.7 kJ/mol
- Lowest unoccupied orbital energy: 0.67 eV
- HOMO-LUMO gap: 9.57 eV

Each line ends with the natural charge from an NBO analysis.
Element x y z (Å)
C (4.58, 1.25, -0.11)  -0.212
C (3.38, 1.90, -0.59)  -0.190
C (4.49, -0.06, 0.27)  -0.197
C (2.22, 1.12, -0.66)  -0.236
C (3.29, -0.81, 0.37)  -0.198
C (2.16, -0.12, -0.07)  -0.241
C (-3.49, -0.42, -0.22)  0.304
C (-4.17, 0.67, -0.34)  -0.284
C (-2.91, -1.68, -0.41)  0.235
C (-3.62, 1.89, 0.34)  -0.647
C (-2.68, -2.91, -0.67)  -0.483
O (0.63, -2.35, -0.17)  -0.944
O (0.33, -0.57, 1.62)  -0.934
O (-2.18, -0.67, 0.19)  -0.511
S (0.49, -0.92, 0.01)  1.527
H (5.47, 1.77, -0.20)  0.216
H (3.35, 2.88, -1.07)  0.219
H (5.41, -0.58, 0.67)  0.212
H (1.22, 1.50, -1.02)  0.220
H (3.22, -1.70, 0.95)  0.238
H (-5.23, 0.69, -0.78)  0.232
H (-2.53, 1.87, 0.29)  0.221
H (-3.81, 1.96, 1.46)  0.226
H (-4.07, 2.74, -0.31)  0.224
H (-0.56, -0.39, 2.05)  0.522
H (-3.25, -3.62, -1.25)  0.229
H (-1.73, -3.44, -0.33)  0.251


Entry 4:
The following is a DFT calculation (wB97M-V/def2-TZVPD) of 3 unconnected molecules or ions with the total composition C7H13NO in a non-equilibrium geometry.

- Total energy: -11004.3334 eV
- SMILES: [H]/N=C(/C)O.C#CC.C=C
- Energy above the lowest of the compared OMol25 structures with the same formula, charge and spin: 329.9 kJ/mol
- Lowest unoccupied orbital energy: 0.74 eV
- HOMO-LUMO gap: 10.40 eV

Each line ends with the natural charge from an NBO analysis.
Element x y z (Å)
H (0.52, -2.38, -1.53)  0.336
N (1.13, -1.76, -1.00)  -0.724
C (1.50, -0.72, -1.61)  0.591
C (2.45, 0.24, -0.96)  -0.695
O (1.27, -0.43, -2.91)  -0.695
H (1.88, 1.01, -0.44)  0.241
H (3.08, 0.72, -1.71)  0.228
H (3.06, -0.29, -0.23)  0.245
H (0.64, -1.05, -3.31)  0.484
C (-0.86, 1.23, -1.12)  -0.304
C (-1.66, 1.03, -0.25)  0.038
C (-2.75, 1.00, 0.69)  -0.700
H (-0.22, 1.51, -1.91)  0.239
H (-2.66, 1.82, 1.40)  0.239
H (-2.71, 0.06, 1.29)  0.247
H (-3.71, 1.05, 0.16)  0.236
C (-0.29, -1.04, 1.88)  -0.392
C (-0.04, 0.04, 2.59)  -0.402
H (0.12, -1.19, 0.88)  0.231
H (-0.80, -1.89, 2.31)  0.183
H (-0.37, 0.15, 3.61)  0.185
H (0.44, 0.90, 2.17)  0.188